Entry 1:
Below is a molecular structure, C57H82BN3O5Tl, with properties calculated with ωB97M-V/def2-TZVPD.

Properties
Frontier orbital gap = 5.80 eV

Structure (ORCA input):
```
! wB97M-V def2-TZVPD RIJCOSX def2/J DEFGRID3
* xyz -1 1
Tl 0.36 -0.59 0.37
C 6.18 -6.58 -0.41
C 5.35 -6.20 0.83
C 6.30 -5.91 2.00
C 4.48 -7.40 1.21
C 4.51 -4.96 0.52
C 3.12 -4.95 0.51
C 2.38 -3.82 0.19
C 0.88 -3.94 0.38
N -0.03 -3.41 -0.64
C 0.45 -3.40 -2.01
C -0.43 -2.49 -2.88
N -0.56 -1.15 -2.32
C -1.95 -0.67 -2.25
C -2.92 -1.60 -1.48
N -2.65 -1.87 -0.06
C -2.39 -3.27 0.28
C -1.34 -4.01 -0.54
C -3.71 -1.39 0.84
C -3.42 -0.32 1.91
C -4.74 0.26 2.35
C -4.91 0.84 3.55
C -3.80 0.79 4.49
C -2.68 0.06 4.32
C -2.55 -0.73 3.07
O -1.78 -1.67 2.98
C -1.58 -0.03 5.37
C -0.23 0.28 4.71
C -1.56 -1.43 5.99
C -1.81 0.98 6.50
C -6.21 1.58 3.87
C -7.40 0.61 3.74
C -6.38 2.74 2.89
C -6.22 2.15 5.29
C 0.47 -0.25 -2.92
C 0.30 1.23 -3.10
C 0.18 1.74 -4.39
C 0.39 3.08 -4.67
C 0.87 3.87 -3.62
C 1.03 3.41 -2.33
C 0.55 2.09 -1.99
O 0.43 1.68 -0.77
C 1.80 4.23 -1.28
C 0.93 4.63 -0.10
C 2.38 5.52 -1.87
C 2.99 3.38 -0.78
C 0.17 3.70 -6.06
C -0.85 4.84 -5.95
C 1.49 4.26 -6.61
C -0.36 2.68 -7.06
C 3.03 -2.60 -0.17
O 2.35 -1.57 -0.57
C 4.46 -2.58 -0.12
C 5.13 -3.75 0.20
C 5.33 -1.34 -0.41
C 4.59 -0.03 -0.69
C 6.23 -1.08 0.81
C 6.22 -1.63 -1.63
H 6.78 -7.47 -0.21
H 6.85 -5.76 -0.69
H 5.52 -6.78 -1.26
H 6.89 -6.80 2.24
H 5.73 -5.62 2.89
H 6.99 -5.10 1.76
H 5.12 -8.26 1.42
H 3.81 -7.67 0.39
H 3.88 -7.19 2.10
H 2.57 -5.85 0.77
H 0.60 -3.48 1.34
H 0.68 -5.02 0.50
H 0.47 -4.41 -2.46
H 1.46 -3.00 -2.01
H -1.42 -2.93 -3.02
H 0.02 -2.46 -3.88
H -2.39 -0.56 -3.26
H -1.93 0.32 -1.80
H -3.02 -2.54 -2.02
H -3.90 -1.10 -1.56
H -3.32 -3.86 0.18
H -2.09 -3.28 1.33
H -1.74 -4.16 -1.55
H -1.27 -5.02 -0.11
H -4.15 -2.25 1.35
H -4.49 -0.94 0.23
H -5.51 0.30 1.60
H -3.91 1.34 5.41
H 0.11 -0.55 4.09
H 0.53 0.46 5.48
H -0.29 1.17 4.08
H -1.41 -2.19 5.23
H -2.49 -1.64 6.52
H -0.74 -1.50 6.71
H -1.83 2.01 6.12
H -0.98 0.91 7.21
H -2.73 0.79 7.04
H -7.49 0.23 2.72
H -8.33 1.11 4.00
H -7.27 -0.25 4.41
H -6.46 2.39 1.86
H -5.53 3.42 2.94
H -7.29 3.31 3.12
H -6.10 1.36 6.04
H -7.18 2.64 5.48
H -5.43 2.89 5.43
H 0.68 -0.66 -3.92
H 1.38 -0.39 -2.33
H -0.04 1.05 -5.19
H 1.18 4.88 -3.85
H 0.10 5.24 -0.44
H 1.50 5.20 0.64
H 0.52 3.73 0.38
H 1.59 6.21 -2.20
H 3.04 5.32 -2.72
H 2.97 6.03 -1.10
H 2.63 2.44 -0.36
H 3.55 3.92 -0.01
H 3.67 3.15 -1.61
H -0.48 5.63 -5.29
H -1.79 4.47 -5.53
H -1.05 5.29 -6.93
H 1.92 5.00 -5.93
H 1.33 4.74 -7.58
H 2.22 3.46 -6.73
H -1.30 2.24 -6.71
H 0.36 1.88 -7.24
H -0.56 3.18 -8.02
H 6.22 -3.73 0.20
H 3.93 0.24 0.13
H 3.98 -0.09 -1.59
H 5.33 0.76 -0.82
H 5.62 -0.87 1.69
H 6.87 -0.21 0.63
H 6.88 -1.93 1.05
H 5.60 -1.84 -2.50
H 6.87 -2.49 -1.47
H 6.85 -0.76 -1.85
O -3.35 1.24 -0.12
B -2.95 1.02 1.19
O -2.56 2.20 1.81
C -2.83 3.18 0.89
C -2.76 4.55 1.04
C -3.18 5.32 -0.04
C -3.64 4.73 -1.22
C -3.69 3.35 -1.36
C -3.30 2.60 -0.28
H -2.40 5.00 1.95
H -3.13 6.40 0.03
H -3.94 5.36 -2.04
H -4.03 2.88 -2.27
*
```



Entry 2:
Below is a molecular structure, C31H26F5N4O6PTc, with properties calculated with ωB97M-V/def2-TZVPD.

Properties
ΔE to the lowest compared entry with this formula, charge and spin = 0.000 eV
<S²> = 3.787
Frontier orbital gap (spin up / spin down) = 7.41 / 6.51 eV

Structure (ORCA input):
```
! wB97M-V def2-TZVPD RIJCOSX def2/J DEFGRID3
* xyz 0 4
Tc -0.17 0.07 0.14
O -0.05 0.31 -1.90
C 0.19 1.37 -2.50
C 0.70 2.57 -1.93
C 0.76 3.71 -2.76
C 1.23 4.89 -2.25
C 1.67 4.99 -0.92
C 1.63 3.89 -0.11
C 1.13 2.66 -0.58
O 1.08 1.65 0.25
N 1.28 6.07 -3.11
O 1.81 7.06 -2.67
O 0.79 5.98 -4.23
H 0.01 1.37 -3.58
H 0.42 3.65 -3.78
H 2.02 5.95 -0.56
H 1.96 3.95 0.92
C -3.67 -0.76 -0.06
P -2.04 -1.46 -0.41
C -2.09 -3.08 0.40
C -2.00 -1.79 -2.19
C -1.13 -2.77 -2.68
C -1.04 -2.98 -4.05
C -1.79 -2.21 -4.92
C -2.63 -1.23 -4.44
C -2.74 -1.01 -3.07
H -3.77 0.22 -0.52
H -3.76 -0.64 1.02
H -4.45 -1.44 -0.43
H -2.93 -3.66 0.00
H -2.22 -2.93 1.47
H -1.16 -3.61 0.24
H -0.52 -3.35 -2.00
H -0.37 -3.74 -4.43
H -1.71 -2.38 -5.99
H -3.21 -0.61 -5.12
H -3.37 -0.21 -2.71
N -1.44 3.10 1.69
C -1.75 2.71 0.45
O -1.75 1.45 0.18
C -2.08 3.62 -0.57
C -2.40 3.09 -1.83
N -2.63 2.56 -2.83
C -2.02 5.01 -0.32
N -1.90 6.13 -0.07
H -1.26 2.39 2.38
H -1.51 4.07 1.96
C 3.11 -3.49 2.16
C 2.11 -3.87 1.06
C 1.09 -4.86 1.61
C 2.86 -4.49 -0.13
C 1.43 -2.64 0.62
C 0.87 -1.62 0.25
H 3.65 -4.38 2.49
H 2.60 -3.06 3.02
H 3.84 -2.76 1.80
H 1.61 -5.73 2.02
H 0.41 -5.21 0.83
H 0.50 -4.41 2.41
H 3.36 -5.41 0.19
H 3.60 -3.80 -0.52
H 2.16 -4.74 -0.94
F 2.81 0.87 6.55
C 2.08 0.68 5.45
C 0.69 0.74 5.50
F 0.08 0.99 6.66
C -0.05 0.54 4.36
F -1.38 0.63 4.43
C 0.53 0.27 3.11
O -0.31 0.10 2.10
C 1.93 0.23 3.08
F 2.61 0.03 1.95
C 2.68 0.43 4.23
F 4.02 0.38 4.16
*
```



Entry 3:
Below is a molecular structure, C10H14NO2Os in a non-equilibrium geometry, with properties calculated with ωB97M-V/def2-TZVPD.

Properties
ΔE to the lowest compared entry with this formula, charge and spin = 2.266 eV
<S²> = 6.033
Frontier orbital gap (spin up / spin down) = 5.80 / 5.88 eV

Structure (ORCA input):
```
! wB97M-V def2-TZVPD RIJCOSX def2/J DEFGRID3
* xyz 3 5
Os 0.79 -1.40 1.78
C 0.20 2.97 -1.58
C 0.58 1.47 -1.71
C 0.44 0.94 -3.13
C 0.05 0.62 -0.63
C 0.03 1.10 0.72
C -0.62 0.40 1.75
C -1.30 -0.83 1.47
C -2.28 -1.43 2.46
C -1.13 -1.38 0.15
C -0.49 -0.69 -0.86
H 0.63 3.49 -2.44
H 0.58 3.45 -0.68
H -0.89 3.08 -1.62
H 1.67 1.46 -1.46
H -0.60 0.96 -3.46
H 0.83 -0.07 -3.26
H 1.01 1.59 -3.80
H 0.48 2.06 0.95
H -0.76 0.88 2.71
H -1.81 -2.11 3.17
H -3.05 -1.99 1.92
H -2.75 -0.63 3.04
H -1.62 -2.33 -0.08
H -0.47 -1.10 -1.86
O 4.35 -4.19 2.28
N 3.50 -3.50 2.15
O 2.63 -2.80 2.03
*
```



Entry 4:
Below is a molecular structure, C50H50NO7P2Pd in a non-equilibrium geometry, with properties calculated with ωB97M-V/def2-TZVPD.

Properties
Frontier orbital gap = 6.44 eV

Structure (ORCA input):
```
! wB97M-V def2-TZVPD RIJCOSX def2/J DEFGRID3
* xyz 1 1
C -0.65 -4.05 3.70
C -1.97 -3.79 3.37
C -2.30 -3.47 2.08
C -1.32 -3.38 1.08
O -1.58 -3.01 -0.24
P -2.45 -1.64 -0.33
O -2.86 -1.25 -1.87
C -2.99 -2.42 -2.64
C -4.24 -2.80 -3.16
C -4.38 -3.98 -3.86
C -3.29 -4.79 -4.08
C -2.04 -4.42 -3.63
C -1.88 -3.26 -2.92
O -3.66 -1.53 0.77
C -4.81 -0.94 0.28
C -6.06 -1.30 0.82
C -7.23 -0.77 0.32
C -7.20 0.15 -0.72
C -5.98 0.56 -1.23
C -4.82 0.03 -0.74
Pd -0.43 -0.29 -0.41
P 1.69 -0.94 0.53
O 1.68 -1.36 2.11
C 2.89 -1.95 2.48
C 3.36 -1.78 3.80
C 4.55 -2.33 4.20
C 5.31 -3.09 3.32
C 4.85 -3.30 2.03
C 3.67 -2.73 1.62
O 2.12 -2.08 -0.57
C 3.18 -1.65 -1.39
C 4.30 -2.48 -1.58
C 5.38 -2.06 -2.33
C 5.36 -0.82 -2.94
C 4.25 -0.01 -2.82
C 3.18 -0.42 -2.06
O 2.42 0.50 0.30
C 3.13 0.90 1.46
C 4.54 0.91 1.44
C 5.26 1.28 2.55
C 4.61 1.69 3.70
C 3.23 1.70 3.75
C 2.50 1.31 2.65
C -0.88 1.51 0.78
C -1.96 1.56 1.73
C -1.73 1.16 3.06
C -2.72 1.26 4.00
C -3.96 1.74 3.65
C -4.23 2.09 2.34
C -3.25 2.00 1.38
C -1.01 1.72 -0.64
C 0.10 1.61 -1.46
C 0.01 -3.69 1.44
C 0.33 -4.01 2.73
H -0.39 -4.28 4.72
H -2.74 -3.84 4.13
H -3.32 -3.27 1.81
H -5.08 -2.17 -2.96
H -5.36 -4.27 -4.21
H -3.42 -5.73 -4.59
H -1.19 -5.07 -3.80
H -0.92 -2.97 -2.53
H -6.08 -2.01 1.62
H -8.18 -1.08 0.72
H -8.12 0.53 -1.12
H -5.96 1.29 -2.02
H -3.88 0.34 -1.16
H 2.78 -1.18 4.47
H 4.90 -2.19 5.20
H 6.23 -3.53 3.64
H 5.42 -3.91 1.35
H 3.31 -2.91 0.63
H 4.31 -3.45 -1.12
H 6.24 -2.70 -2.43
H 6.20 -0.49 -3.52
H 4.22 0.95 -3.31
H 2.31 0.20 -1.96
H 5.03 0.59 0.54
H 6.33 1.24 2.53
H 5.17 2.00 4.56
H 2.72 2.01 4.64
H 1.43 1.31 2.69
H 0.13 1.41 1.18
H -0.77 0.74 3.31
H -2.52 0.96 5.01
H -4.72 1.87 4.40
H -5.23 2.40 2.06
H -3.48 2.28 0.37
H -2.00 1.92 -1.06
H 1.10 1.58 -1.02
H 0.03 1.77 -2.53
H 0.77 -3.60 0.67
H 1.36 -4.19 3.00
O 1.01 4.20 -5.54
C 1.65 4.47 -4.31
C 0.87 5.50 -3.51
C 1.63 5.96 -2.25
C 0.55 6.17 -1.17
C -0.67 5.36 -1.64
N -0.42 4.93 -3.04
H 1.50 3.51 -6.05
H 1.73 3.54 -3.73
H 2.67 4.83 -4.50
H 0.66 6.37 -4.15
H 2.35 5.19 -1.95
H 2.21 6.87 -2.44
H 0.89 5.85 -0.18
H 0.30 7.23 -1.10
H -0.82 4.46 -1.02
H -1.59 5.95 -1.57
H -1.18 5.18 -3.68
*
```



Entry 5:
Below is 6 unconnected molecules or ions with the total composition C23H37BBr2F8N10O10 in a non-equilibrium geometry, with properties calculated with ωB97M-V/def2-TZVPD.

Properties
SMILES = CCOB(O)C1=C(/C(Br)=C(/C)Br)C(=O)C(CCOCC(F)(F)C(F)(F)C(F)(F)C(F)F)=CC1=O.NC(N)=O.NC(N)=O.NC(N)=O.NC(N)=O.NC(N)=O
Frontier orbital gap = 7.50 eV

Structure (ORCA input):
```
! wB97M-V def2-TZVPD RIJCOSX def2/J DEFGRID3
* xyz 0 1
C -3.28 4.61 -3.51
C -2.67 4.97 -2.07
O -3.41 4.40 -0.95
B -3.03 3.03 -0.81
O -3.64 2.06 -1.70
C -1.92 2.45 0.22
C -2.29 1.42 1.13
C -3.76 0.87 1.20
Br -5.06 2.02 2.20
C -4.22 -0.34 0.66
C -5.77 -0.71 0.90
Br -2.99 -1.52 -0.32
C -1.17 0.82 2.12
O -1.24 -0.33 2.58
C 0.10 1.69 2.50
C 0.90 1.34 3.83
C 2.14 0.40 3.48
O 3.17 1.03 2.67
C 3.02 0.73 1.27
C 4.21 -0.12 0.65
F 5.40 0.65 0.87
F 4.39 -1.34 1.33
C 4.05 -0.25 -0.93
F 5.19 -0.84 -1.52
F 3.99 1.07 -1.46
C 2.72 -0.98 -1.43
F 1.56 -0.16 -1.31
F 2.88 -1.17 -2.84
C 2.47 -2.44 -0.83
F 1.87 -2.44 0.44
F 3.68 -3.19 -0.88
C 0.44 2.74 1.61
C -0.42 2.95 0.29
O 0.19 3.49 -0.67
H -2.52 3.98 -4.11
H -3.41 5.57 -4.11
H -4.26 4.05 -3.46
H -2.70 6.11 -1.98
H -1.59 4.60 -2.06
H -2.90 1.71 -2.25
H -6.03 -1.75 0.51
H -5.93 -0.72 2.04
H -6.47 0.07 0.47
H 1.15 2.24 4.47
H 0.18 0.69 4.46
H 2.64 0.13 4.48
H 1.75 -0.59 3.06
H 1.99 0.27 1.11
H 3.00 1.75 0.73
H 1.76 -2.99 -1.54
H 1.35 3.37 1.88
C -7.94 -1.15 -2.31
O -7.43 -0.74 -1.27
N -9.15 -0.71 -2.75
N -7.35 -2.09 -3.09
H -9.58 -1.04 -3.60
H -9.62 -0.02 -2.20
H -6.46 -2.44 -2.79
H -7.75 -2.44 -3.94
C -9.85 -5.02 -2.51
O -8.98 -5.23 -3.34
N -9.89 -3.88 -1.77
N -10.84 -5.90 -2.25
H -10.60 -3.69 -1.08
H -9.17 -3.20 -1.93
H -10.85 -6.76 -2.78
H -11.57 -5.75 -1.57
C 7.46 -1.09 4.37
O 7.98 -0.67 5.40
N 6.26 -0.64 3.92
N 8.04 -2.04 3.60
H 5.82 -0.97 3.09
H 5.80 0.07 4.47
H 8.93 -2.40 3.90
H 7.63 -2.39 2.75
C 0.50 4.91 -5.09
O -0.27 5.83 -4.90
N 0.90 4.07 -4.10
N 1.03 4.63 -6.31
H 1.53 3.30 -4.23
H 0.53 4.24 -3.18
H 0.76 5.23 -7.07
H 1.66 3.88 -6.49
C 11.76 -3.65 4.31
O 10.92 -3.03 3.68
N 11.94 -3.49 5.64
N 12.59 -4.55 3.73
H 12.63 -3.99 6.18
H 11.34 -2.83 6.11
H 12.49 -4.70 2.74
H 13.29 -5.07 4.23
*
```



Entry 6:
Below is a single C6H5NO2 molecule in a non-equilibrium geometry, with properties calculated with ωB97M-V/def2-TZVPD.

Properties
ΔE to the lowest compared entry with this formula, charge and spin = 6.467 eV
Frontier orbital gap = 8.74 eV

Structure (ORCA input):
```
! wB97M-V def2-TZVPD RIJCOSX def2/J DEFGRID3
* xyz 0 1
C -0.97 -0.19 -2.91
C 1.10 1.38 -3.24
C -0.56 -0.30 -0.59
C 0.53 0.54 -0.82
C -0.30 -0.41 0.87
C 0.90 0.57 0.64
N -1.29 -0.62 -1.77
O 1.25 1.27 -1.88
O 0.06 0.65 -3.63
H -1.61 -0.49 -3.73
H -1.08 -0.03 1.52
H 0.00 -1.41 1.19
H 1.88 0.18 0.89
H 0.77 1.54 1.11
*
```



The calculated total energy results, record by record, are as follows: -2959.16216 -2788.73185 -683.81205 -3327.05720 -8170.46223 -436.65829 a.u..